[1]
9 unconnected molecules or ions with the total composition C21H37BCl2N3O26 in a non-equilibrium geometry, computed with wB97M-V/def2-TZVPD.

Computed properties:
gap between HOMO and LUMO: 0.312 hartree
spin multiplicity: 1
energy above the lowest of the compared OMol25 structures with the same formula, charge and spin: 1.714 eV
total charge: -1

Positions of all 90 atoms, in Å:
O  -0.956  -4.728  -1.906
C  -0.878  -3.549  -2.222
O  -1.905  -2.733  -2.374
B  -1.458  -1.305  -2.425
O  0.027  -1.439  -2.365
C  0.428  -2.698  -2.269
O  1.562  -3.156  -2.050
O  -1.891  -0.417  -1.310
C  -2.636  0.611  -1.738
O  -3.171  1.485  -1.062
C  -2.807  0.469  -3.265
O  -2.052  -0.623  -3.607
O  -3.528  1.124  -3.938
Cl  -6.086  0.900  6.418
C  -6.721  0.599  4.771
C  -6.139  -0.615  4.088
Cl  -6.956  -2.126  4.580
H  -6.588  1.454  4.108
H  -7.802  0.524  4.882
H  -5.054  -0.639  4.187
H  -6.354  -0.583  3.020
C  -5.852  -1.382  -9.728
N  -6.701  -2.451  -10.263
O  -7.855  -2.181  -10.680
O  -6.302  -3.654  -10.242
H  -4.843  -1.687  -10.008
H  -5.893  -1.310  -8.641
H  -6.154  -0.491  -10.279
C  -7.767  -4.792  -1.572
N  -7.888  -3.698  -2.529
O  -8.002  -2.565  -2.151
O  -7.745  -4.032  -3.743
H  -8.758  -4.830  -1.121
H  -6.953  -4.504  -0.907
H  -7.617  -5.735  -2.098
C  -9.271  5.870  -1.874
N  -10.318  5.270  -0.943
O  -11.419  4.969  -1.349
O  -10.139  5.317  0.293
H  -8.439  6.201  -1.252
H  -9.726  6.665  -2.465
H  -9.010  5.006  -2.484
C  0.227  6.553  3.772
O  0.972  7.466  4.509
C  1.857  8.242  3.876
O  2.190  8.141  2.684
O  2.134  9.251  4.798
C  2.919  10.276  4.344
H  0.862  5.917  3.155
H  -0.424  7.139  3.123
H  -0.376  5.881  4.382
H  3.976  10.247  4.608
H  2.572  11.228  4.746
H  2.887  10.260  3.254
C  4.562  -7.737  4.200
O  5.421  -7.841  5.268
C  4.943  -7.736  6.544
O  3.830  -7.812  6.796
O  5.963  -7.462  7.326
C  5.784  -7.547  8.785
H  5.025  -7.231  3.353
H  3.623  -7.216  4.384
H  4.283  -8.697  3.764
H  5.721  -8.595  9.077
H  4.935  -6.998  9.194
H  6.638  -7.130  9.319
C  9.423  -4.741  -1.210
O  9.594  -3.477  -0.570
C  9.658  -2.312  -1.263
O  9.430  -2.183  -2.455
O  10.097  -1.248  -0.440
C  10.668  -1.500  0.805
H  9.622  -5.510  -0.464
H  10.191  -4.990  -1.943
H  8.436  -4.991  -1.599
H  10.799  -0.604  1.412
H  11.622  -2.026  0.790
H  10.115  -2.107  1.522
C  3.872  3.150  -0.969
O  3.254  3.838  -2.049
C  3.730  3.680  -3.348
O  4.686  2.974  -3.711
O  3.066  4.557  -4.185
C  1.912  5.196  -3.861
H  4.937  3.351  -1.091
H  3.616  2.091  -0.951
H  3.747  3.477  0.063
H  1.140  4.600  -3.374
H  1.398  5.635  -4.716
H  2.080  5.998  -3.142



[2]
2 unconnected molecules or ions with the total composition C6H15N5S in a non-equilibrium geometry, computed with wB97M-V/def2-TZVPD.

Computed properties:
gap between HOMO and LUMO: 0.266 hartree
spin multiplicity: 1
energy above the lowest of the compared OMol25 structures with the same formula, charge and spin: 3.728 eV
total charge: +2

Positions of all 27 atoms, in Å:
C  1.240  -0.387  0.398
C  2.086  -0.793  -0.573
C  -0.848  0.481  -0.128
C  3.340  0.112  1.182
C  1.865  -1.426  -1.900
C  -3.135  0.389  0.759
N  3.318  -0.504  -0.088
N  -0.919  1.329  -1.100
N  -3.596  0.747  -0.532
N  -1.776  -0.083  0.570
N  1.866  0.503  1.403
S  -4.070  -1.148  1.419
H  3.650  -0.551  1.979
H  4.033  1.052  1.173
H  2.411  -2.363  -1.961
H  2.342  -0.718  -2.513
H  0.794  -1.444  -2.253
H  -3.200  1.097  1.507
H  4.153  -1.152  -0.361
H  -0.025  1.503  -1.547
H  -1.898  1.535  -1.410
H  -3.957  -0.109  -1.086
H  -4.324  1.399  -0.437
H  -1.474  -0.742  1.289
H  1.835  1.389  0.990
H  1.484  0.490  2.308
H  -5.193  -0.608  0.911



[3]
5 unconnected molecules or ions with the total composition C25H40N2O13Si, computed with wB97M-V/def2-TZVPD.

Computed properties:
gap between HOMO and LUMO: 0.366 hartree
spin multiplicity: 1
SMILES string: C[C@H](O)C[Si@@H](c1cccnc1)c1ccccn1.COC(=O)OC.COC(=O)OC.COC(=O)OC.COC(=O)OC

Positions of all 81 atoms, in Å:
C  7.085  1.945  3.492
C  6.487  0.789  2.673
O  6.680  1.004  1.284
C  5.000  0.512  3.052
Si  3.719  1.125  1.818
C  2.135  0.116  1.919
C  1.864  -0.779  2.958
C  0.641  -1.436  2.949
C  -0.234  -1.197  1.906
N  -0.019  -0.355  0.891
C  1.157  0.280  0.944
C  3.241  2.921  2.165
C  2.428  3.269  3.234
C  2.049  4.586  3.456
C  2.512  5.543  2.565
C  3.341  5.113  1.536
N  3.712  3.861  1.312
H  6.652  1.960  4.491
H  8.162  1.819  3.592
H  6.872  2.889  2.986
H  7.057  -0.115  2.891
H  6.579  1.942  1.086
H  4.806  0.939  4.038
H  4.875  -0.570  3.164
H  4.200  1.088  0.428
H  2.585  -0.956  3.747
H  0.360  -2.125  3.734
H  -1.183  -1.728  1.900
H  1.348  0.987  0.137
H  2.072  2.491  3.903
H  1.396  4.849  4.278
H  2.235  6.583  2.658
H  3.718  5.865  0.848
C  -1.850  -5.885  2.863
O  -3.133  -5.809  3.490
C  -3.461  -4.594  3.925
O  -2.780  -3.604  3.833
O  -4.670  -4.659  4.478
C  -5.153  -3.413  4.988
H  -1.723  -6.921  2.564
H  -1.813  -5.241  1.986
H  -1.065  -5.605  3.562
H  -5.236  -2.678  4.189
H  -4.495  -3.038  5.769
H  -6.135  -3.618  5.402
C  -0.221  4.641  -0.194
O  0.424  5.916  -0.302
C  -0.213  6.785  -1.086
O  -1.241  6.586  -1.677
O  0.487  7.922  -1.100
C  -0.084  8.951  -1.911
H  0.409  4.044  0.462
H  -1.211  4.748  0.244
H  -0.294  4.164  -1.169
H  -1.074  9.220  -1.548
H  -0.146  8.631  -2.950
H  0.583  9.804  -1.829
C  -0.855  -1.468  -1.963
O  -0.771  -1.501  -3.395
C  -1.874  -1.110  -4.022
O  -2.898  -0.749  -3.499
O  -1.662  -1.192  -5.337
C  -2.783  -0.809  -6.137
H  0.105  -1.808  -1.591
H  -1.042  -0.460  -1.607
H  -1.641  -2.137  -1.614
H  -3.054  0.228  -5.947
H  -3.636  -1.456  -5.940
H  -2.467  -0.924  -7.170
C  -3.538  -6.813  -7.539
O  -4.341  -5.835  -6.873
C  -3.913  -5.518  -5.650
O  -2.947  -5.979  -5.101
O  -4.740  -4.604  -5.144
C  -4.389  -4.159  -3.831
H  -3.999  -6.970  -8.509
H  -2.521  -6.449  -7.668
H  -3.529  -7.746  -6.979
H  -3.406  -3.690  -3.836
H  -4.403  -4.989  -3.126
H  -5.134  -3.424  -3.543



- Which value of spin multiplicity does entry 3 give?
  1



- The highest gap between HOMO and LUMO belongs to which entry?
  C25H40N2O13Si



- Which of these has the highest gap between HOMO and LUMO?
  C25H40N2O13Si